# 1
{
  "formula": "C5H11N4",
  "method": "ωB97M-V/def2-TZVPD",
  "total_energy_ev": -11315.304,
  "molar_mass_g_mol": 127.17,
  "charge": 1,
  "lumo_energy_ev": -3.91,
  "homo_lumo_gap_ev": 10.859,
  "relative_energy_kj_mol": 245.4,
  "symbols": ["C", "C", "C", "C", "C", "N", "N", "N", "N", "H", "H", "H", "H", "H", "H", "H", "H", "H", "H", "H"],
  "positions_angstrom": [[1.02269, 1.32657, 1.50857], [-1.39277, 0.53075, -0.70982], [2.23993, -0.26818, -0.27695], [0.49833, -1.44967, 0.93349], [0.85722, -0.19470, 0.16160], [1.08049, 2.07220, 2.35015], [-2.16134, 0.72132, -1.76025], [-2.08183, 0.46685, 0.42219], [-0.09989, 0.27548, -0.82300], [2.44148, -1.30348, -0.79362], [2.45749, 0.50333, -0.99317], [2.94347, -0.16149, 0.60840], [0.72964, -2.36720, 0.37683], [-0.42116, -1.47449, 1.37437], [1.29314, -1.41608, 1.70651], [-3.26067, 0.84715, -1.57263], [-1.88315, 0.28122, -2.63711], [-3.08141, 0.66941, 0.46349], [-1.59341, 0.35559, 1.32381], [0.41173, 0.58541, -1.66284]],
  "forces_ev_per_angstrom": [[-1.038, -5.139, -4.687], [-1.924, -0.928, 1.149], [2.386, -1.626, -0.850], [3.412, 0.712, 0.032], [-1.847, 1.830, 2.693], [0.194, 2.415, 2.556], [-3.157, 0.530, -1.528], [1.216, -0.008, 2.125], [2.593, -0.067, -0.515], [-0.372, 1.882, 0.940], [0.413, 0.434, -0.261], [-0.922, -0.245, -1.266], [-0.372, 0.426, -0.309], [-2.432, -0.155, 1.089], [-0.754, -0.380, 0.042], [3.679, -0.411, -0.946], [-0.323, 0.519, 0.211], [0.684, -0.205, -0.099], [-0.468, 0.442, -0.744], [-0.967, -0.027, 0.368]],
  "nbo_charge": [0.1144, 0.6896, -0.6921, -0.6701, 0.3294, -0.3583, -0.7523, -0.7454, -0.6105, 0.2474, 0.2338, 0.2908, 0.2550, 0.2211, 0.2615, 0.4389, 0.4323, 0.4325, 0.4414, 0.4406]
}

# 2
{
  "formula": "C41H67BCl2N2O22P",
  "method": "ωB97M-V/def2-TZVPD",
  "total_energy_ev": -126639.258,
  "molar_mass_g_mol": 1052.67,
  "charge": -1,
  "lumo_energy_ev": 1.94,
  "homo_lumo_gap_ev": 6.619,
  "symbols": ["C", "C", "C", "C", "C", "N", "C", "C", "C", "C", "O", "O", "C", "C", "C", "C", "C", "C", "O", "C", "C", "B", "N", "O", "P", "C", "C", "C", "C", "O", "C", "C", "Cl", "C", "C", "Cl", "C", "O", "O", "H", "H", "H", "H", "H", "H", "H", "H", "H", "H", "H", "H", "H", "H", "H", "H", "H", "H", "H", "H", "H", "H", "H", "H", "H", "H", "H", "H", "H", "H", "H", "H", "H", "H", "H", "H", "H", "H", "H", "H", "H", "H", "H", "H", "H", "H", "H", "C", "C", "O", "C", "O", "O", "H", "H", "H", "H", "C", "C", "O", "C", "O", "O", "H", "H", "H", "H", "C", "C", "O", "C", "O", "O", "H", "H", "H", "H", "C", "C", "O", "C", "O", "O", "H", "H", "H", "H", "C", "C", "O", "C", "O", "O", "H", "H", "H", "H"],
  "positions_angstrom": [[-0.95579, -1.61092, -1.93288], [-1.34289, -0.55736, -1.19234], [-0.52520, 0.53350, -0.51914], [-1.47618, 1.17110, 0.52608], [-1.58385, 0.42085, 1.85201], [-2.13729, -0.92709, 1.79846], [-3.55550, -1.05870, 1.40712], [-4.45084, 0.15866, 1.64596], [-2.01039, -1.56601, 3.06978], [-1.81095, -3.04970, 3.15490], [-2.09100, -0.92930, 4.11317], [0.60077, 0.20410, 0.22555], [1.69475, -0.64650, -0.16182], [2.81132, -0.17549, 0.79520], [3.97759, -1.14392, 0.99857], [4.08359, -1.67237, 2.42445], [5.18398, -2.70044, 2.58070], [4.84629, -4.06297, 1.96183], [3.44868, -4.21263, 1.77434], [3.15196, -5.18554, 0.76644], [1.81829, -5.84856, 1.08809], [1.30918, -2.13798, 0.31343], [0.90618, -2.38350, 1.65154], [1.27724, -3.22673, -0.52746], [2.28022, -0.58064, -1.94752], [3.12999, 1.01870, -2.23664], [3.58816, -1.88979, -2.23707], [5.05915, -1.44587, -2.06962], [-0.37948, 1.73930, -1.54688], [-0.17693, 1.25849, -2.86903], [-1.22885, 1.42793, -3.76446], [-0.98078, 2.42226, -4.88591], [0.18986, 3.65862, -4.73362], [-1.66164, 2.33705, -6.02281], [-1.49659, 3.20365, -7.22515], [-2.90133, 1.12180, -6.21317], [0.67461, 2.80971, -1.11364], [0.79457, 3.04079, 0.12475], [1.26255, 3.40718, -2.02091], [-0.22033, -1.59072, -2.71672], [-1.40025, -2.57319, -1.70051], [-2.41419, -0.43278, -1.12391], [-2.46286, 1.25488, 0.08706], [-1.15246, 2.18062, 0.74663], [-0.59948, 0.33020, 2.29130], [-2.09998, 1.07978, 2.54797], [-3.69457, -1.39471, 0.38295], [-3.97907, -1.86197, 2.00210], [-4.46599, 0.87440, 0.83752], [-5.46570, -0.20674, 1.74989], [-4.19770, 0.60037, 2.60165], [-2.73973, -3.59904, 3.27700], [-1.16488, -3.21795, 3.99943], [-1.30945, -3.45271, 2.28672], [3.17488, 0.81079, 0.53372], [2.31555, -0.03525, 1.75277], [4.03138, -2.00684, 0.33911], [4.90256, -0.59566, 0.85030], [4.33729, -0.82694, 3.06077], [3.14391, -2.05551, 2.79213], [6.15448, -2.35374, 2.24624], [5.29234, -2.87510, 3.65171], [5.20340, -4.86123, 2.60960], [5.31685, -4.12498, 0.98091], [3.95004, -5.92615, 0.77806], [3.10157, -4.70974, -0.20611], [1.25265, -5.20600, 1.74436], [1.25503, -5.97659, 0.17145], [1.99046, -6.82691, 1.51645], [0.89954, -1.54892, 2.21854], [1.40767, -3.14106, 2.09282], [1.26822, -2.96425, -1.45209], [4.04037, 0.91375, -2.81689], [2.44816, 1.56129, -2.87644], [3.23072, 1.62399, -1.34461], [3.46201, -2.21174, -3.26179], [3.42485, -2.76374, -1.61690], [5.17102, -0.59584, -1.41507], [5.66989, -2.24968, -1.66737], [5.47440, -1.16399, -3.02995], [-1.31227, 2.29455, -1.49471], [-2.19023, 1.66150, -3.30377], [-1.33883, 0.45993, -4.24187], [-1.69134, 2.57844, -8.08817], [-2.22819, 4.00385, -7.19990], [-0.48548, 3.56557, -7.29222], [3.89057, -5.46321, 5.35271], [3.59639, -4.41319, 6.40266], [2.64280, -3.58095, 5.74333], [2.03759, -4.31668, 4.77541], [1.08834, -3.96167, 4.15912], [2.67121, -5.50527, 4.61219], [4.11715, -6.43825, 5.77719], [4.69996, -5.16962, 4.68141], [3.13713, -4.83531, 7.29908], [4.47405, -3.83976, 6.69034], [-2.36251, 5.84720, 1.21340], [-1.18482, 5.72759, 2.15594], [-1.74650, 4.99232, 3.25410], [-2.80761, 4.29574, 2.78759], [-3.38049, 3.45290, 3.39532], [-3.12199, 4.67698, 1.52571], [-2.06857, 5.84763, 0.16714], [-2.97564, 6.72941, 1.41385], [-0.36331, 5.14977, 1.72624], [-0.80788, 6.69097, 2.49070], [-6.99109, 1.18026, 4.84791], [-7.54420, -0.03173, 5.56341], [-8.46142, -0.56329, 4.60186], [-8.06876, -0.13794, 3.37142], [-8.51492, -0.54124, 2.34919], [-7.10080, 0.80137, 3.47450], [-5.95661, 1.39353, 5.10500], [-7.59147, 2.07676, 5.01457], [-6.77759, -0.78025, 5.77114], [-8.05733, 0.21757, 6.48889], [5.80903, 3.67862, -1.70565], [6.64881, 3.92850, -2.93513], [7.81664, 3.14018, -2.67299], [7.46950, 2.15964, -1.79798], [8.16761, 1.24237, -1.51189], [6.22984, 2.36915, -1.30269], [4.74056, 3.69612, -1.91489], [6.02732, 4.37859, -0.89727], [6.17297, 3.56383, -3.84713], [6.91055, 4.97530, -3.06665], [-6.01563, 2.89892, -7.53203], [-7.39577, 2.31458, -7.32968], [-8.05979, 3.34529, -6.59281], [-7.43024, 4.52027, -6.85171], [-7.83756, 5.58604, -6.52999], [-6.27630, 4.30787, -7.53060], [-5.55806, 2.59256, -8.46908], [-5.33661, 2.66169, -6.71295], [-7.92712, 2.15693, -8.27069], [-7.38457, 1.38336, -6.76953]],
  "forces_ev_per_angstrom": [[-0.156, -0.105, 0.129], [0.776, -0.413, -0.278], [-1.678, 2.219, -1.418], [-0.181, -0.882, 0.734], [0.130, 0.761, -0.057], [-0.127, -0.359, 0.318], [-0.392, 0.039, -0.232], [-0.087, -0.730, 0.422], [-0.504, 0.812, 0.973], [0.079, -0.234, -0.646], [0.443, -0.293, -0.719], [0.504, -0.308, -0.613], [1.169, -0.265, 0.445], [-0.373, -0.340, 0.140], [0.328, -0.014, 0.575], [0.463, 0.649, -0.149], [-0.653, -0.777, 0.979], [-0.249, 0.755, -0.653], [0.146, -0.165, 0.060], [-0.197, -0.173, 0.644], [0.490, 0.060, -0.569], [-0.700, 0.086, -0.422], [0.566, 0.458, -0.271], [0.052, -0.341, -0.193], [-1.076, -0.315, -1.074], [-0.465, -0.145, -0.239], [0.898, 0.586, 0.731], [-0.239, -0.206, -0.136], [0.934, -0.475, 0.574], [-0.065, 0.724, 0.146], [0.629, -0.268, -0.122], [-0.404, -0.525, -0.141], [0.117, 0.046, 0.171], [0.296, 0.381, -0.159], [-0.347, -0.678, 0.055], [-0.167, -0.168, 0.088], [0.520, 0.655, 1.118], [-0.501, -0.279, -0.585], [0.223, 0.086, -0.547], [1.266, -0.102, 0.815], [-1.172, 0.061, -1.034], [-0.277, -0.590, 1.462], [-0.242, 0.012, -0.226], [0.345, 0.064, 0.092], [0.357, -0.053, -0.084], [-0.396, -0.031, 0.114], [0.404, 0.002, -0.347], [-0.024, -0.264, 0.140], [0.304, 0.337, -0.033], [-0.288, -0.048, -0.093], [0.036, 0.463, 0.035], [-0.291, 0.123, 0.202], [0.015, -0.157, 0.378], [0.070, 0.093, -0.320], [-0.045, 0.208, -0.264], [-0.033, 0.105, 0.288], [-0.398, 0.067, -0.368], [0.284, 0.039, -0.331], [-0.031, 0.196, 0.219], [-0.213, -0.204, 0.004], [0.147, 0.150, -0.315], [0.137, 0.081, 0.286], [0.278, -0.346, -0.109], [0.272, -0.230, -0.104], [0.140, -0.180, -0.179], [0.196, 0.219, -0.156], [-0.260, -0.030, 0.272], [-0.206, -0.023, -0.133], [-0.176, -0.145, 0.416], [0.026, -0.112, 0.291], [-0.411, -0.127, 0.242], [0.119, 0.098, -0.091], [0.396, -0.164, 0.288], [-0.259, 0.296, -0.044], [0.378, 0.078, 0.162], [-0.265, -0.084, -0.278], [-0.281, -0.077, 0.123], [0.015, 0.232, 0.225], [0.146, -0.149, 0.014], [0.179, 0.090, -0.192], [-0.380, -0.050, -0.165], [-0.028, 0.080, 0.347], [-0.281, -0.207, -0.221], [-0.081, 0.048, -0.361], [0.026, 0.358, -0.148], [0.226, 0.387, 0.045], [0.168, -0.084, 0.017], [0.128, 0.002, 0.135], [0.033, -0.128, -0.052], [0.068, 0.075, -0.121], [0.066, -0.151, 0.149], [-0.052, 0.061, 0.143], [-0.163, -0.074, -0.079], [-0.032, 0.060, 0.023], [-0.026, -0.027, -0.027], [-0.077, 0.162, -0.084], [0.106, 0.133, -0.150], [0.355, 0.011, -0.169], [-0.142, 0.106, -0.131], [0.231, -0.072, -0.144], [-0.244, -0.123, 0.193], [-0.001, 0.075, 0.112], [-0.052, -0.204, -0.017], [-0.017, -0.024, 0.052], [-0.069, -0.095, -0.054], [-0.091, -0.036, 0.210], [0.220, 0.182, 0.153], [0.067, -0.025, 0.170], [0.070, 0.085, -0.004], [0.084, 0.045, 0.022], [-0.078, -0.058, -0.103], [-0.224, -0.092, 0.123], [0.060, -0.028, -0.214], [-0.043, -0.030, -0.015], [0.025, 0.014, -0.054], [-0.172, -0.063, -0.081], [-0.463, 0.175, 0.031], [-0.043, 0.077, -0.100], [-0.092, -0.006, 0.042], [-0.087, -0.024, 0.029], [0.106, -0.086, 0.024], [0.220, 0.108, -0.168], [-0.020, -0.216, 0.128], [0.046, -0.015, -0.008], [-0.011, -0.055, 0.032], [0.193, -0.046, 0.036], [0.168, -0.149, -0.012], [-0.014, -0.170, -0.057], [0.116, 0.013, -0.084], [0.033, -0.027, -0.001], [-0.060, 0.116, 0.021], [-0.135, -0.121, 0.028], [0.017, 0.191, -0.055], [-0.016, 0.019, 0.021], [0.008, 0.049, -0.010], [-0.091, 0.096, 0.162]],
  "mulliken_charge": [-1.4196, -0.4877, 1.8050, -1.4593, -1.8947, 0.8825, -0.9457, -0.9757, 0.7242, -1.2232, -0.6413, 0.2500, 0.2792, -1.6716, 0.1434, -0.5927, -1.1113, -0.9744, 0.1434, -0.2466, -1.0759, 0.2581, 0.2080, -0.9611, 0.4661, -1.6004, 0.2997, -1.2281, -0.7902, 0.0193, -0.6255, 0.0711, -0.1645, 0.5299, -1.3685, -0.2495, -0.0492, -0.8064, -0.7243, 0.4773, 0.1048, 0.6350, 0.2735, 0.5145, 0.9681, -0.0765, 0.3222, 0.6984, 0.2368, 0.4026, 0.2483, 0.4745, 0.2710, 0.1458, 0.6757, 0.9933, -0.5951, 0.7181, 0.5892, 0.0537, 0.3567, 0.3593, 0.4574, 0.5582, 0.6931, -0.0515, -0.0456, 0.3837, 0.3846, 0.3703, -0.7773, 0.2181, 0.6776, 0.5706, 0.0424, 0.8309, -0.5905, 0.0614, 0.3461, 0.3114, 0.8830, 0.4569, 0.3729, 0.3747, 0.2688, 0.4157, -0.0292, -0.4719, -0.3353, 0.6563, -0.4235, -0.3185, 0.3679, -0.0381, 0.2998, 0.3337, -0.3558, -0.0984, -0.3642, 0.7333, -0.5364, -0.3218, 0.3008, 0.2927, 0.0901, 0.3163, -0.2575, -0.3206, -0.3488, 0.6532, -0.5367, -0.2556, 0.2929, 0.2347, 0.2665, 0.3013, -0.0956, -0.3537, -0.3634, 0.6527, -0.5451, -0.2297, 0.1328, 0.2547, 0.2688, 0.3125, -0.0837, -0.3083, -0.3347, 0.6362, -0.5225, -0.3285, 0.3071, 0.0744, 0.2493, 0.2973]
}